The following is a quantum chemistry calculation of an isolated molecule of C5H9NO, from OMol25.

Computed properties:
Net charge: 0
Multiplicity: 1
ΔE to the lowest compared entry with this formula, charge and spin (kJ/mol): 93.8

Last columns: bonded neighbours and bond lengths (Å).
Cartesian coordinates (Å):
1 N -1.277 1.751 1.500  C2 1.265, H8 1.022
2 C -0.915 0.931 0.607  N1 1.265, C3 1.502, O7 1.370
3 C 0.028 1.303 -0.501  C2 1.502, C4 1.532, H9 1.098, H10 1.092
4 C 1.160 0.280 -0.636  C3 1.532, C5 1.534, H11 1.097, H12 1.096
5 C 0.664 -1.172 -0.585  C4 1.534, C6 1.532, H13 1.095, H14 1.096
6 C -0.478 -1.407 0.408  C5 1.532, O7 1.431, H15 1.098, H16 1.093
7 O -1.423 -0.338 0.526  C2 1.370, C6 1.431
8 H -1.927 1.291 2.140  N1 1.022
9 H -0.562 1.361 -1.425  C3 1.098
10 H 0.427 2.297 -0.291  C3 1.092
11 H 1.877 0.457 0.175  C4 1.097
12 H 1.699 0.448 -1.576  C4 1.096
13 H 0.374 -1.511 -1.585  C5 1.095
14 H 1.498 -1.808 -0.269  C5 1.096
15 H -0.076 -1.610 1.409  C6 1.098
16 H -1.070 -2.273 0.102  C6 1.093



The following is a quantum chemistry calculation of a cluster of 3 separate species, C21H50ClN6O9P3S in total in a non-equilibrium geometry, from OMol25.

Computed properties:
Net charge: 0
Multiplicity: 1
ΔE to the lowest compared entry with this formula, charge and spin (kJ/mol): 1071.0

Last columns: bonded neighbours and bond lengths (Å).
Cartesian coordinates (Å):
1 C 2.289 -6.396 -5.914  C2 1.487, H20 1.177, H21 1.194
2 C 2.669 -5.000 -5.571  C1 1.487, C3 1.639, H22 1.190
3 C 2.692 -3.708 -6.580  C2 1.639, P4 1.931, O7 1.503, C12 1.637
4 P 1.445 -3.637 -8.052  C3 1.931, O5 1.777, Cl6 2.127
5 O 0.142 -4.822 -7.820  P4 1.777, H23 1.002
6 Cl 0.425 -1.773 -8.148  P4 2.127
7 O 3.976 -3.844 -7.347  C3 1.503, S8 1.740
8 S 4.149 -2.190 -7.858  O7 1.740, O9 1.566, O10 1.546, O11 1.740
9 O 5.630 -1.918 -7.426  S8 1.566
10 O 3.933 -1.857 -9.353  S8 1.546
11 O 3.289 -1.255 -6.669  S8 1.740, C12 1.498
12 C 2.991 -2.359 -5.702  C3 1.637, O11 1.498, C13 1.632, H24 1.195
13 C 2.165 -2.030 -4.334  C12 1.632, C14 1.637, H25 1.194, H26 1.195
14 C 0.853 -1.067 -4.505  C13 1.637, O15 1.501, H27 1.177, H28 1.169
15 O 0.066 -1.195 -3.233  C14 1.501, C16 1.480
16 C -0.739 -2.437 -3.250  O15 1.480, O17 1.362, C18 1.660
17 O -0.339 -3.531 -2.543  C16 1.362
18 C -2.157 -2.634 -4.089  C16 1.660, C19 1.673, H29 1.170, H30 1.192
19 C -1.909 -3.278 -5.613  C18 1.673, H31 1.194, H32 1.170, H33 1.177
20 H 2.530 -6.928 -6.936  C1 1.177
21 H 1.636 -6.979 -5.102  C1 1.194
22 H 2.996 -4.803 -4.444  C2 1.190
23 H 0.039 -5.038 -6.847  O5 1.002
24 H 4.083 -2.586 -5.272  C12 1.195
25 H 1.941 -3.036 -3.731  C13 1.194
26 H 2.920 -1.432 -3.627  C13 1.195
27 H 1.119 0.077 -4.585  C14 1.177
28 H 0.114 -1.365 -5.359  C14 1.169
29 H -2.748 -1.630 -4.188  C18 1.170
30 H -2.770 -3.478 -3.512  C18 1.192
31 H -2.282 -4.411 -5.675  C19 1.194
32 H -2.447 -2.661 -6.449  C19 1.170
33 H -0.740 -3.333 -5.737  C19 1.177
34 O -3.035 2.776 -1.284  P35 1.548
35 P -1.593 3.151 -0.862  O34 1.548, N36 1.705, N39 1.701, N42 1.780
36 N -1.373 1.701 0.008  P35 1.705, C37 1.455, C38 1.466
37 C -2.185 1.343 1.161  N36 1.455, H45 1.097, H46 1.097, H47 1.088
38 C -1.243 0.527 -0.861  N36 1.466, H48 1.096, H49 1.095, H50 1.096
39 N -2.051 4.471 0.109  P35 1.701, C40 1.451, C41 1.466
40 C -1.941 4.566 1.553  N39 1.451, H51 1.094, H52 1.097, H53 1.091
41 C -3.219 5.241 -0.329  N39 1.466, H54 1.097, H55 1.094, H56 1.094
42 N 0.064 3.582 -0.376  P35 1.780, C43 1.466, C44 1.461
43 C 0.817 4.038 -1.548  N42 1.466, H57 1.097, H58 1.095, H59 1.095
44 C 0.953 2.805 0.483  N42 1.461, H60 1.095, H61 1.094, H62 1.097
45 H -1.809 0.422 1.624  C37 1.097
46 H -3.241 1.198 0.903  C37 1.097
47 H -2.114 2.087 1.953  C37 1.088
48 H -0.499 0.718 -1.642  C38 1.096
49 H -2.191 0.276 -1.350  C38 1.095
50 H -0.893 -0.350 -0.305  C38 1.096
51 H -2.796 4.107 2.056  C40 1.094
52 H -1.903 5.617 1.865  C40 1.097
53 H -1.025 4.121 1.943  C40 1.091
54 H -4.152 4.747 -0.032  C41 1.097
55 H -3.219 5.361 -1.416  C41 1.094
56 H -3.217 6.250 0.094  C41 1.094
57 H 1.065 3.197 -2.207  C43 1.097
58 H 1.741 4.551 -1.261  C43 1.095
59 H 0.223 4.755 -2.124  C43 1.095
60 H 1.281 1.873 0.009  C44 1.095
61 H 0.497 2.571 1.450  C44 1.094
62 H 1.852 3.386 0.727  C44 1.097
63 O -0.353 0.763 4.164  P64 1.548
64 P -0.213 0.049 5.531  O63 1.548, N65 1.705, N68 1.701, N71 1.780
65 N -1.317 1.100 6.296  P64 1.705, C66 1.455, C67 1.466
66 C -1.085 2.530 6.422  N65 1.455, H74 1.097, H75 1.097, H76 1.088
67 C -2.703 0.881 5.871  N65 1.466, H77 1.096, H78 1.095, H79 1.096
68 N 1.417 0.477 5.766  P64 1.701, C69 1.451, C70 1.466
69 C 1.941 1.380 6.773  N68 1.451, H80 1.094, H81 1.097, H82 1.091
70 C 2.258 0.562 4.569  N68 1.466, H83 1.097, H84 1.094, H85 1.094
71 N -0.052 -0.772 7.102  P64 1.780, C72 1.466, C73 1.461
72 C -0.186 -2.220 6.917  N71 1.466, H86 1.097, H87 1.095, H88 1.095
73 C -0.699 -0.394 8.356  N71 1.461, H89 1.095, H90 1.094, H91 1.097
74 H -1.870 2.994 7.033  C66 1.097
75 H -1.053 3.039 5.450  C66 1.097
76 H -0.166 2.746 6.963  C66 1.088
77 H -2.953 -0.184 5.936  C67 1.096
78 H -2.867 1.205 4.838  C67 1.095
79 H -3.412 1.408 6.519  C67 1.096
80 H 1.881 2.424 6.452  C69 1.094
81 H 2.996 1.159 6.974  C69 1.097
82 H 1.442 1.283 7.739  C69 1.091
83 H 2.119 1.522 4.056  C70 1.097
84 H 2.020 -0.243 3.869  C70 1.094
85 H 3.319 0.456 4.814  C70 1.094
86 H -1.227 -2.494 6.707  C72 1.097
87 H 0.160 -2.774 7.796  C72 1.095
88 H 0.428 -2.551 6.072  C72 1.095
89 H -1.782 -0.551 8.329  C73 1.095
90 H -0.497 0.645 8.631  C73 1.094
91 H -0.299 -0.991 9.186  C73 1.097



| no. | frontier orbital gap (eV) | energy (eV) |
| --- | --- | --- |
| 1 | 10.89 | -8868.2404 |
| 2 | 6.59 | -101163.8806 |